Entry P
{"formula": "C7H10", "method": "ωB97M-V/def2-TZVPD", "spin_multiplicity": 1, "gap_ev": 9.05, "e_homo_ev": -7.87, "species": ["C", "C", "C", "C", "C", "C", "C", "H", "H", "H", "H", "H", "H", "H", "H", "H", "H"], "positions_angstrom": [[-1.35408, 0.79243, 0.31514], [-1.36547, -0.70421, -0.11558], [-0.09775, -0.47406, -0.97316], [-0.14028, 0.99380, -0.58490], [1.58140, 0.63609, 0.11297], [1.36111, -0.42690, 1.11652], [1.26443, -0.75589, -0.36277], [-2.24213, 1.37208, 0.03315], [-1.16833, 0.97457, 1.37957], [-1.25017, -1.42919, 0.69459], [-2.23859, -0.97188, -0.71350], [-0.15248, -0.72725, -2.03124], [-0.16791, 1.79475, -1.34573], [1.28411, 1.64625, -0.10447], [2.24024, -0.83551, 1.62393], [0.48105, -0.41584, 1.75309], [1.96486, -1.46926, -0.79761]]}

***

Entry Q
{"formula": "C7H10", "method": "ωB97M-V/def2-TZVPD", "spin_multiplicity": 1, "gap_ev": 4.62, "e_homo_ev": -6.79, "species": ["C", "C", "C", "C", "C", "C", "C", "H", "H", "H", "H", "H", "H", "H", "H", "H", "H"], "positions_angstrom": [[-2.52209, 0.57710, 0.53830], [-1.91754, 0.01231, -0.68618], [-1.27859, -0.59729, 0.46315], [-0.02225, 0.00596, 0.85865], [1.12032, -0.57630, -1.33051], [1.04499, -0.34238, 0.10487], [2.31848, 0.37958, 0.65872], [0.54036, 0.09292, -1.93659], [-2.22797, -0.68018, -1.45989], [-1.58805, 0.93024, -1.20300], [-1.46642, -1.48185, 0.99997], [-3.34065, 0.21214, 1.07077], [-0.16253, 0.91271, 1.47424], [1.84151, -1.22214, -1.87354], [2.15227, 0.47505, 1.79934], [2.28942, 1.39350, 0.17263], [3.21875, -0.09134, 0.34908]]}

***

Entry R
{"formula": "C7H10", "method": "ωB97M-V/def2-TZVPD", "spin_multiplicity": 1, "gap_ev": 10.41, "e_homo_ev": -9.25, "species": ["C", "C", "C", "C", "C", "C", "C", "H", "H", "H", "H", "H", "H", "H", "H", "H", "H"], "positions_angstrom": [[-0.95503, 2.39488, -0.06431], [-0.80284, 1.19905, -0.10014], [-0.45371, -0.20759, -0.09924], [1.02339, -0.52082, 0.23590], [1.96536, 0.68605, 0.36165], [-1.19268, -1.11663, -1.06018], [-1.49354, -1.18827, 0.40386], [-1.05884, 3.45748, -0.03019], [1.41205, -1.20359, -0.52878], [1.03428, -1.07908, 1.17817], [2.50655, 0.88459, -0.56820], [2.70055, 0.51438, 1.15227], [1.42295, 1.59940, 0.61430], [-1.93605, -0.67097, -1.71550], [-0.61469, -1.91919, -1.51379], [-1.11691, -2.03564, 0.97383], [-2.44083, -0.79402, 0.76035]]}

***

Energies relative to the most stable structure are entry P 65.5; entry Q 161.0; entry R 0.0, reported in kcal/mol.

***

Entry P
{"formula": "C5H8O3", "method": "ωB97M-V/def2-TZVPD", "spin_multiplicity": 1, "gap_ev": 10.19, "e_homo_ev": -9.86, "species": ["C", "C", "C", "C", "C", "H", "H", "H", "H", "H", "H", "H", "H", "O", "O", "O"], "positions_angstrom": [[1.10008, -0.13902, -0.07827], [0.05258, -0.60395, 0.91162], [-0.93550, 0.51203, 1.07299], [0.23208, 1.04454, -0.38307], [-1.33444, 0.49497, -0.45239], [2.34141, -1.49168, -1.07140], [1.96131, 0.39963, 0.33516], [0.51772, -0.65532, 1.82310], [-0.30230, -1.50833, 0.50606], [-1.51344, 0.21742, 2.03910], [0.55406, 1.66916, -1.44361], [-1.70278, 1.55331, -0.78295], [-0.63985, -1.17025, -1.00376], [1.30189, -1.03535, -1.26660], [-0.05267, 1.51174, 0.95683], [-1.58015, -0.79890, -1.16282]]}

***

Entry Q
{"formula": "C5H8O3", "method": "ωB97M-V/def2-TZVPD", "spin_multiplicity": 1, "gap_ev": 9.32, "e_homo_ev": -8.46, "species": ["C", "C", "O", "C", "O", "C", "C", "O", "H", "H", "H", "H", "H", "H", "H", "H"], "positions_angstrom": [[1.49420, 1.01998, -0.30388], [0.52421, 1.64181, 0.48451], [-0.41071, 0.83295, 1.08310], [-1.65904, 0.40761, 0.76446], [-1.50775, -0.30244, -0.51805], [-0.62038, -1.51664, -0.65746], [0.84450, -1.38800, -0.17986], [1.54333, -0.25849, -0.77408], [2.64243, 1.24596, -0.48357], [0.78339, 2.75549, 0.78876], [-2.30566, 1.24436, 0.25111], [-2.07864, -0.06481, 1.59582], [-0.80495, -2.15149, -1.53253], [-0.85613, -2.23554, 0.33074], [1.08335, -2.36892, -0.77363], [1.03633, -1.58979, 0.84893]]}

***

Entry R
{"formula": "C5H8O3", "method": "ωB97M-V/def2-TZVPD", "spin_multiplicity": 1, "gap_ev": 9.78, "e_homo_ev": -8.88, "species": ["O", "C", "C", "C", "C", "O", "C", "O", "H", "H", "H", "H", "H", "H", "H", "H"], "positions_angstrom": [[-2.42903, -0.30862, -0.60317], [-1.24015, -0.99457, -0.72890], [-0.56948, -1.65255, 0.44364], [-0.07354, -0.28120, 0.02184], [1.38982, -0.25413, -0.36397], [1.88129, 1.02964, -0.36274], [1.13224, 1.46731, 0.81816], [-0.23105, 0.91988, 0.62245], [-2.29906, 0.46603, -0.21508], [-0.76167, -1.10104, -1.78611], [-1.16901, -1.51233, 1.24326], [0.04375, -2.58668, 0.30901], [1.68742, -0.89716, -1.20500], [2.07202, -0.81360, 0.41508], [1.06100, 2.58206, 1.08740], [1.76258, 1.02640, 1.75451]]}

***

Energies relative to the most stable structure are entry P 40.9; entry Q 25.8; entry R 0.0, reported in kcal/mol.

***

Entry P
{"formula": "C5H8O3", "method": "ωB97M-V/def2-TZVPD", "spin_multiplicity": 1, "gap_ev": 9.51, "e_homo_ev": -8.62, "species": ["C", "C", "C", "O", "C", "C", "O", "O", "H", "H", "H", "H", "H", "H", "H", "H"], "positions_angstrom": [[1.42180, 1.36695, -0.17336], [1.28886, 0.03946, 0.49760], [0.36759, -0.88212, 0.23946], [0.27435, -2.07001, 0.91622], [-0.72527, -0.76588, -0.78922], [-1.89630, 0.05521, -0.30032], [-2.21789, 0.11595, 1.01281], [-1.62154, 1.25025, 0.40812], [0.98938, 2.14798, 0.45193], [2.47282, 1.60308, -0.33062], [0.90945, 1.39192, -1.13111], [2.00920, -0.16016, 1.28262], [0.92565, -2.09619, 1.62666], [-1.09509, -1.76886, -1.01056], [-0.35577, -0.31573, -1.71153], [-2.74725, 0.08815, -0.98870]]}

***

Entry Q
{"formula": "C5H8O3", "method": "ωB97M-V/def2-TZVPD", "spin_multiplicity": 1, "gap_ev": 10.86, "e_homo_ev": -9.97, "species": ["C", "C", "O", "C", "O", "C", "C", "O", "H", "H", "H", "H", "H", "H", "H", "H"], "positions_angstrom": [[-0.13871, 1.98306, -0.61384], [-0.12021, 0.74808, -0.07993], [0.87768, 0.49894, 0.91306], [1.94663, -0.21224, 0.49200], [2.10260, -0.77005, -0.56231], [-1.16768, -0.26990, -0.35784], [-2.31346, -0.18972, 0.58883], [-0.72803, -1.60474, -0.35400], [-0.94460, 2.25079, -1.33318], [0.64402, 2.66009, -0.38608], [2.68520, -0.18737, 1.25631], [-1.62460, 0.01974, -1.33756], [-2.17959, -0.60464, 1.62134], [-3.22046, -0.71043, 0.19512], [-2.68038, 0.86055, 0.74630], [0.06310, -1.63762, -0.91153]]}

***

Energies relative to the most stable structure are entry P 69.3; entry Q 0.0, reported in kcal/mol.

***

Entry P
{"formula": "C3H4Si", "method": "ωB97M-V/def2-TZVPD", "spin_multiplicity": 1, "gap_ev": 7.92, "e_homo_ev": -8.34, "species": ["C", "Si", "H", "H", "C", "C", "H", "H"], "positions_angstrom": [[-2.34895, 0.85894, -0.24067], [-1.38235, -0.51171, 0.05181], [-2.79091, 1.05882, -1.23258], [-0.66095, -1.52400, 0.65046], [1.91604, 0.16800, 0.71943], [1.85295, -0.24382, -0.41024], [1.95925, 0.56244, 1.73545], [1.45492, -0.36866, -1.27366]]}

***

Entry Q
{"formula": "C3H4Si", "method": "ωB97M-V/def2-TZVPD", "spin_multiplicity": 1, "gap_ev": [7.16, 7.16], "e_homo_ev": [-8.00, -8.00], "species": ["C", "C", "C", "Si", "H", "H", "H", "H"], "positions_angstrom": [[0.67942, 0.10886, -0.19273], [-0.49283, -0.47654, 0.71564], [0.44995, -1.15751, -0.20945], [-2.20814, 0.13347, 0.20614], [1.19302, 1.01768, -0.08378], [-0.28234, -0.34867, 1.85058], [0.69083, -2.08431, -0.71872], [-2.38412, 1.75649, 1.78058]]}

***

Entry R
{"formula": "C3H4Si", "method": "ωB97M-V/def2-TZVPD", "spin_multiplicity": 1, "gap_ev": 8.76, "e_homo_ev": -8.93, "species": ["C", "C", "C", "Si", "H", "H", "H", "H"], "positions_angstrom": [[-0.34617, 0.87231, 0.10442], [-0.48283, -0.71730, 0.09080], [0.67399, -0.02730, -0.50110], [-2.17109, 0.02231, -0.02242], [-0.02591, 1.44448, 0.90967], [-0.20242, -1.50287, 0.77083], [1.54753, -0.19304, 0.10451], [1.00691, 0.10142, -1.45671]]}

***

Energies relative to the most stable structure are entry P 97.6; entry Q 69.0; entry R 0.0, reported in kcal/mol.

***

Entry P
{"formula": "C7H8OS", "method": "ωB97M-V/def2-TZVPD", "spin_multiplicity": 1, "gap_ev": [8.05, 8.34], "e_homo_ev": [-8.58, -8.85], "species": ["C", "C", "C", "C", "S", "O", "C", "C", "C", "H", "H", "H", "H", "H", "H", "H", "H"], "positions_angstrom": [[-1.43302, 0.70900, 0.04270], [-0.02090, 0.25826, -0.31508], [1.04494, 1.18130, 0.33618], [2.30766, 1.01597, 0.48931], [3.79276, 0.00231, 0.40331], [4.54116, 0.59858, -0.73200], [2.62884, -1.17692, -0.45922], [1.44817, -1.61290, 0.35578], [0.24989, -1.09931, 0.26497], [-1.44238, 1.88385, 0.16343], [-1.96752, 0.35385, 0.85272], [-2.29999, 0.48266, -0.67299], [0.13146, 0.30714, -1.35980], [0.65356, 2.18821, 0.55646], [2.58349, -1.05384, -1.56690], [1.60980, -2.46325, 1.00624], [-0.61994, -1.64047, 0.66639]]}

***

Entry Q
{"formula": "C7H8OS", "method": "ωB97M-V/def2-TZVPD", "spin_multiplicity": 1, "gap_ev": [7.82, 7.82], "e_homo_ev": [-7.51, -7.51], "species": ["C", "C", "C", "C", "C", "C", "C", "O", "S", "H", "H", "H", "H", "H", "H", "H", "H"], "positions_angstrom": [[1.25660, -1.03919, 0.83299], [0.01328, -0.87084, 0.38757], [2.74352, 0.37731, -0.25936], [2.30060, 0.06110, 1.03168], [0.46366, 1.24089, -0.85413], [-0.57896, 0.38965, -0.19425], [-1.95401, 0.28589, -0.85456], [3.59097, 0.46117, -1.11681], [0.00825, 2.00512, 0.64807], [1.51324, -2.02761, 0.98209], [-0.69466, -1.64770, 0.35746], [1.68081, 0.90632, 1.21142], [3.00627, 0.09490, 1.80541], [0.01298, 1.69358, -1.69135], [-2.74720, 0.33919, -0.07097], [-1.98334, -0.65442, -1.38545], [-1.96700, 1.09811, -1.52824]]}

***

Energies relative to the most stable structure are entry P 37.5; entry Q 0.0, reported in kcal/mol.

***

Entry P
{"formula": "C7H8OS", "method": "ωB97M-V/def2-TZVPD", "spin_multiplicity": 1, "gap_ev": [7.79, 7.79], "e_homo_ev": [-8.19, -8.19], "species": ["C", "C", "C", "C", "C", "C", "C", "O", "S", "H", "H", "H", "H", "H", "H", "H", "H"], "positions_angstrom": [[-0.36745, 0.86599, 0.67133], [-0.03155, -0.21430, -0.02840], [-1.80677, 0.99348, 0.62033], [-2.08700, 0.32427, -1.37022], [-0.98934, 2.08118, 0.03534], [-0.72764, -0.41864, -1.29836], [0.85679, -1.26894, 0.62918], [-2.41147, -1.44913, 0.81094], [-3.02260, -0.30604, 0.04247], [0.09764, 0.92055, 1.60035], [-0.96199, 2.92626, 0.69990], [-0.69110, 2.39386, -1.02796], [0.00793, -0.10605, -1.99690], [-0.92844, -1.48872, -1.52582], [1.53927, -1.61867, -0.03856], [0.16381, -1.97572, 0.99935], [1.46055, -0.84164, 1.45285]]}

***

Entry Q
{"formula": "C7H8OS", "method": "ωB97M-V/def2-TZVPD", "spin_multiplicity": 1, "gap_ev": 8.34, "e_homo_ev": -7.81, "species": ["C", "C", "C", "C", "O", "C", "C", "C", "S", "H", "H", "H", "H", "H", "H", "H", "H"], "positions_angstrom": [[2.99250, -0.12328, -0.04370], [1.99146, -0.87570, 0.44033], [0.68647, -0.81406, -0.18566], [0.22416, -0.16667, -1.28448], [-1.14304, -0.23694, -1.50929], [-1.88194, -0.63878, -0.33574], [-2.24170, 0.42548, 0.63378], [-1.54811, 1.54549, 0.67206], [-0.70970, -1.74989, 0.53634], [3.87631, -0.05561, 0.45766], [3.03829, 0.47320, -0.92261], [2.12820, -1.37546, 1.48279], [0.68287, 0.37243, -1.96530], [-2.53175, -1.34148, -0.82798], [-3.06848, 0.33177, 1.39673], [-0.81782, 1.82751, 0.02071], [-1.67773, 2.40197, 1.43438]]}

***

Energies relative to the most stable structure are entry P 114.1; entry Q 0.0, reported in kcal/mol.